{"formula": "C33H54NO27", "method": "wB97M-V/def2-TZVPD", "elements": ["C", "C", "C", "C", "C", "C", "N", "O", "C", "C", "C", "H", "H", "H", "H", "H", "H", "H", "H", "H", "H", "H", "H", "H", "H", "H", "H", "H", "H", "C", "C", "O", "C", "O", "O", "H", "H", "H", "H", "C", "C", "O", "C", "O", "O", "H", "H", "H", "H", "C", "C", "O", "C", "O", "O", "H", "H", "H", "H", "C", "C", "O", "C", "O", "O", "H", "H", "H", "H", "C", "C", "O", "C", "O", "O", "H", "H", "H", "H", "C", "C", "O", "C", "O", "O", "H", "H", "H", "H", "C", "C", "O", "C", "O", "O", "H", "H", "H", "H", "C", "C", "O", "C", "O", "O", "H", "H", "H", "H", "O", "H", "H", "O", "H", "H"], "coordinates": [[5.40, -16.41, -40.03], [4.43, -17.55, -40.21], [3.90, -17.93, -38.82], [2.62, -18.74, -38.83], [1.56, -17.79, -39.42], [1.85, -17.20, -40.83], [3.28, -16.98, -41.10], [3.64, -16.46, -42.11], [1.01, -15.91, -40.94], [1.34, -18.26, -41.91], [4.99, -18.78, -40.96], [4.83, -15.51, -39.79], [5.94, -16.15, -40.94], [6.15, -16.52, -39.25], [3.78, -17.03, -38.21], [4.62, -18.57, -38.30], [2.22, -19.25, -37.95], [2.80, -19.49, -39.61], [1.50, -16.88, -38.82], [0.56, -18.22, -39.38], [1.17, -15.21, -40.13], [-0.04, -16.18, -41.01], [1.15, -15.54, -41.96], [1.74, -17.91, -42.87], [0.27, -18.37, -41.97], [1.80, -19.22, -41.67], [4.19, -19.50, -41.18], [5.74, -19.25, -40.33], [5.27, -18.45, -41.96], [1.21, -14.69, -45.19], [1.42, -16.22, -45.12], [0.09, -16.61, -44.79], [-0.49, -15.63, -44.06], [-1.56, -15.69, -43.54], [0.24, -14.51, -44.14], [0.88, -14.27, -46.14], [2.07, -14.11, -44.87], [2.05, -16.46, -44.25], [1.98, -16.67, -45.94], [-1.55, -19.81, -39.55], [-0.33, -20.53, -40.13], [-0.62, -21.88, -39.95], [-1.54, -22.05, -38.98], [-1.79, -23.06, -38.41], [-2.13, -20.86, -38.76], [-2.34, -19.56, -40.26], [-1.17, -19.04, -38.90], [0.59, -20.39, -39.55], [-0.03, -20.37, -41.16], [2.71, -21.35, -44.31], [2.64, -21.34, -45.88], [3.09, -20.01, -46.20], [3.46, -19.34, -45.14], [4.02, -18.28, -45.22], [3.41, -20.14, -44.02], [3.11, -22.33, -44.06], [1.71, -21.36, -43.89], [1.66, -21.58, -46.29], [3.43, -21.99, -46.24], [-2.74, -20.22, -46.19], [-1.65, -19.42, -46.93], [-0.64, -19.41, -45.91], [-1.10, -19.79, -44.71], [-0.51, -19.78, -43.67], [-2.31, -20.35, -44.87], [-3.05, -21.15, -46.67], [-3.71, -19.72, -46.18], [-2.07, -18.42, -47.07], [-1.23, -19.86, -47.83], [1.02, -24.57, -42.55], [2.48, -24.83, -42.20], [3.04, -23.64, -41.70], [2.06, -22.77, -41.55], [2.31, -21.63, -41.26], [0.89, -23.31, -41.84], [0.35, -25.34, -42.17], [0.80, -24.50, -43.61], [2.89, -24.98, -43.20], [2.62, -25.79, -41.71], [3.37, -22.69, -38.22], [2.90, -24.14, -38.17], [2.66, -24.26, -36.77], [2.35, -23.03, -36.24], [1.79, -22.78, -35.23], [2.78, -22.09, -37.12], [3.04, -22.20, -39.13], [4.46, -22.70, -38.12], [3.67, -24.77, -38.60], [1.95, -24.33, -38.68], [8.81, -17.22, -44.97], [7.71, -18.04, -44.25], [6.93, -17.07, -43.59], [7.58, -15.86, -43.60], [7.29, -14.89, -42.99], [8.76, -15.98, -44.24], [8.69, -17.08, -46.04], [9.74, -17.75, -44.79], [8.38, -18.59, -43.58], [7.17, -18.73, -44.90], [7.04, -18.38, -34.29], [6.87, -19.86, -34.57], [6.99, -19.96, -35.95], [7.06, -18.76, -36.56], [7.04, -18.50, -37.72], [6.97, -17.83, -35.59], [7.94, -18.08, -33.75], [6.21, -17.92, -33.75], [5.92, -20.25, -34.19], [7.63, -20.44, -34.05], [-0.32, -15.39, -38.07], [-1.12, -15.90, -38.19], [-0.59, -14.48, -38.14], [5.05, -13.21, -41.70], [4.60, -13.52, -42.49], [5.85, -12.79, -42.02]], "charge": 1}

***

{"formula": "C33H55Br22NO2", "method": "wB97M-V/def2-TZVPD", "elements": ["C", "C", "C", "C", "C", "C", "C", "C", "C", "C", "O", "N", "C", "O", "H", "H", "H", "H", "H", "H", "H", "H", "H", "H", "H", "Br", "C", "C", "Br", "H", "H", "H", "H", "Br", "C", "C", "Br", "H", "H", "H", "H", "Br", "C", "C", "Br", "H", "H", "H", "H", "Br", "C", "C", "Br", "H", "H", "H", "H", "Br", "C", "C", "Br", "H", "H", "H", "H", "Br", "C", "C", "Br", "H", "H", "H", "H", "Br", "C", "C", "Br", "H", "H", "H", "H", "Br", "C", "C", "Br", "H", "H", "H", "H", "Br", "C", "C", "Br", "H", "H", "H", "H", "Br", "C", "C", "Br", "H", "H", "H", "H", "Br", "C", "C", "Br", "H", "H", "H", "H"], "coordinates": [[-1.31, 2.07, -1.58], [-1.40, 1.11, -0.39], [-1.91, -0.31, -0.75], [-0.78, -1.30, -0.66], [-0.44, -1.95, 0.53], [0.63, -2.83, 0.59], [1.42, -3.10, -0.50], [1.09, -2.45, -1.67], [0.01, -1.58, -1.77], [-0.06, -1.09, -3.17], [-0.93, -0.52, -3.76], [1.17, -1.46, -3.78], [1.72, -2.52, -3.00], [2.52, -3.29, -3.45], [-1.27, 1.55, -2.54], [-0.39, 2.65, -1.50], [-2.17, 2.73, -1.62], [-2.01, 1.54, 0.40], [-0.41, 1.01, 0.02], [-2.33, -0.34, -1.75], [-2.66, -0.57, -0.01], [-1.02, -1.73, 1.41], [0.84, -3.29, 1.55], [2.28, -3.75, -0.47], [0.88, -1.92, -4.64], [1.40, 0.00, 1.96], [2.15, 1.50, 2.96], [1.15, 2.61, 3.12], [0.95, 3.63, 1.47], [3.05, 1.81, 2.43], [2.43, 1.09, 3.92], [1.50, 3.33, 3.86], [0.17, 2.25, 3.39], [-0.04, -5.36, -1.91], [0.88, -7.00, -2.42], [1.65, -7.59, -1.27], [3.29, -6.62, -0.91], [1.52, -6.76, -3.27], [0.10, -7.69, -2.75], [1.96, -8.61, -1.50], [1.07, -7.59, -0.34], [-2.12, 5.39, 0.80], [-3.53, 6.10, -0.33], [-3.00, 7.05, -1.37], [-2.55, 8.78, -0.61], [-4.26, 6.57, 0.33], [-3.98, 5.23, -0.81], [-3.75, 7.25, -2.13], [-2.09, 6.67, -1.85], [-1.63, 4.14, -4.84], [-0.12, 4.81, -3.79], [1.18, 4.32, -4.36], [1.49, 2.45, -3.92], [-0.29, 4.48, -2.76], [-0.19, 5.89, -3.84], [2.02, 4.86, -3.92], [1.23, 4.39, -5.44], [-2.68, -3.49, -0.63], [-3.84, -4.99, -0.17], [-4.73, -4.63, 0.99], [-3.74, -4.64, 2.67], [-3.19, -5.83, 0.04], [-4.43, -5.20, -1.06], [-5.51, -5.37, 1.11], [-5.17, -3.65, 0.90], [4.54, -0.65, 5.72], [5.30, 0.81, 6.76], [4.32, 1.93, 6.93], [4.15, 2.98, 5.31], [6.21, 1.12, 6.25], [5.56, 0.37, 7.72], [4.66, 2.63, 7.69], [3.32, 1.58, 7.19], [3.86, 6.58, -4.04], [4.35, 6.77, -5.91], [3.80, 8.04, -6.50], [1.90, 7.89, -6.87], [4.00, 5.89, -6.43], [5.44, 6.78, -5.92], [4.27, 8.25, -7.46], [3.93, 8.90, -5.84], [-1.96, -4.23, 6.22], [-3.37, -4.52, 7.56], [-4.58, -5.16, 6.91], [-5.59, -3.88, 5.86], [-3.61, -3.55, 7.99], [-2.96, -5.18, 8.30], [-5.27, -5.52, 7.67], [-4.31, -5.97, 6.24], [2.52, -3.77, 9.18], [1.19, -4.02, 10.57], [-0.02, -4.76, 10.05], [-1.17, -3.62, 8.97], [0.94, -3.04, 10.95], [1.69, -4.60, 11.34], [-0.64, -5.09, 10.88], [0.24, -5.61, 9.43], [4.68, 1.72, -7.57], [5.14, -0.02, -6.82], [3.93, -0.72, -6.25], [3.41, 0.03, -4.54], [5.91, 0.15, -6.08], [5.55, -0.59, -7.65], [4.16, -1.77, -6.05], [3.07, -0.66, -6.90], [-5.17, 1.16, -1.96], [-4.62, 1.44, -3.80], [-5.17, 2.73, -4.35], [-7.06, 2.57, -4.79], [-4.94, 0.57, -4.36], [-3.53, 1.47, -3.78], [-4.68, 2.98, -5.29], [-5.07, 3.56, -3.66]]}

***

{"formula": "C33H55BrF4I2N4O10PS", "method": "wB97M-V/def2-TZVPD", "elements": ["C", "C", "O", "O", "C", "C", "C", "C", "C", "C", "C", "C", "N", "C", "C", "I", "C", "C", "I", "O", "C", "F", "C", "C", "O", "C", "C", "F", "F", "F", "C", "C", "N", "P", "O", "Br", "N", "C", "C", "C", "S", "N", "C", "O", "H", "H", "H", "H", "H", "H", "H", "H", "H", "H", "H", "H", "H", "H", "H", "H", "H", "H", "H", "H", "H", "H", "H", "H", "H", "H", "H", "H", "H", "H", "H", "H", "H", "H", "H", "H", "H", "H", "H", "O", "C", "O", "C", "C", "C", "H", "H", "H", "H", "H", "H", "H", "H", "O", "C", "O", "C", "C", "C", "H", "H", "H", "H", "H", "H", "H", "H"], "coordinates": [[5.57, 0.64, 4.35], [4.61, 1.17, 5.37], [3.58, 0.63, 5.67], [4.99, 2.35, 5.96], [4.33, 3.51, 5.44], [4.92, 4.00, 4.11], [3.90, 3.92, 2.97], [4.50, 4.02, 1.56], [3.79, 3.01, 0.65], [4.07, 2.93, -0.85], [5.58, 3.19, -1.07], [6.27, 4.52, -0.96], [5.77, 5.60, -0.54], [3.83, 1.47, -1.39], [4.72, 0.35, -0.84], [6.40, -0.01, -2.04], [4.44, -0.46, 0.20], [3.20, -0.43, 1.06], [5.71, -2.01, 0.75], [2.49, 1.02, -1.38], [1.42, 1.89, -1.28], [1.18, 2.15, 0.06], [0.20, 1.11, -1.77], [-0.37, 0.20, -0.68], [-1.24, -0.68, -1.38], [-1.66, -1.78, -0.63], [-2.61, -1.41, 0.51], [-3.37, -0.35, 0.20], [-3.42, -2.45, 0.80], [-1.93, -1.10, 1.64], [1.68, 3.20, -2.06], [0.54, 4.25, -1.89], [0.06, 4.49, -0.53], [1.19, 2.69, -3.90], [1.58, 4.09, -4.62], [2.64, 1.16, -4.66], [3.10, 3.86, -1.71], [3.77, 4.55, -2.88], [4.47, 3.77, -3.98], [5.70, 4.56, -4.46], [6.43, 3.66, -5.85], [2.76, 4.90, -0.77], [3.04, 6.08, -0.89], [3.19, 7.22, -0.85], [5.43, -0.43, 4.25], [6.60, 0.85, 4.65], [5.37, 1.13, 3.40], [3.27, 3.27, 5.32], [4.41, 4.26, 6.22], [5.20, 5.05, 4.25], [5.80, 3.42, 3.87], [3.33, 2.99, 3.08], [3.16, 4.72, 3.11], [4.37, 5.04, 1.20], [5.57, 3.82, 1.63], [2.73, 3.06, 0.88], [4.12, 2.04, 1.02], [6.06, 2.59, -0.29], [5.93, 2.75, -2.00], [7.33, 4.46, -1.26], [6.46, 6.35, -0.53], [4.13, 1.51, -2.44], [3.13, 0.45, 1.70], [2.32, -0.49, 0.42], [3.17, -1.29, 1.71], [0.48, 0.45, -2.59], [-0.61, 1.78, -2.05], [-0.95, 0.77, 0.05], [0.41, -0.38, -0.19], [-2.19, -2.46, -1.30], [-0.82, -2.33, -0.19], [0.84, 5.18, -2.36], [-0.29, 3.89, -2.51], [-0.80, 3.99, -0.35], [-0.14, 5.47, -0.40], [1.34, 4.06, -5.56], [4.49, 5.24, -2.45], [3.01, 5.20, -3.32], [4.81, 2.78, -3.71], [3.84, 3.63, -4.85], [5.41, 5.57, -4.76], [6.44, 4.63, -3.66], [7.71, 3.90, -5.55], [-7.73, -7.99, -0.58], [-7.24, -7.18, 0.16], [-6.54, -6.16, -0.39], [-6.05, -5.07, 0.39], [-4.71, -5.38, 1.03], [-7.33, -7.32, 1.66], [-6.79, -4.75, 1.13], [-5.94, -4.25, -0.32], [-4.79, -6.20, 1.74], [-4.34, -4.50, 1.56], [-3.99, -5.66, 0.27], [-6.55, -8.00, 1.99], [-8.30, -7.77, 1.89], [-7.25, -6.39, 2.21], [-11.15, -7.71, 3.03], [-11.58, -8.02, 1.95], [-10.82, -8.80, 1.17], [-11.27, -9.32, -0.10], [-11.03, -8.31, -1.20], [-12.89, -7.48, 1.44], [-12.31, -9.65, -0.03], [-10.66, -10.20, -0.26], [-11.62, -7.41, -1.05], [-11.30, -8.73, -2.18], [-9.98, -8.04, -1.20], [-12.72, -6.49, 1.02], [-13.56, -7.38, 2.29], [-13.37, -8.10, 0.69]], "charge": 1}

***

{"formula": "C33H55ClF6N7O5S3", "method": "wB97M-V/def2-TZVPD", "elements": ["C", "O", "C", "Cl", "C", "C", "C", "S", "C", "S", "N", "C", "C", "N", "C", "C", "C", "C", "O", "C", "F", "F", "F", "C", "O", "O", "N", "C", "C", "S", "C", "N", "N", "C", "O", "C", "C", "C", "F", "F", "F", "H", "H", "H", "H", "H", "H", "H", "H", "H", "H", "H", "H", "H", "H", "H", "H", "H", "H", "H", "H", "H", "H", "H", "H", "H", "C", "C", "N", "C", "C", "C", "C", "H", "H", "H", "H", "H", "H", "H", "H", "H", "H", "H", "H", "H", "H", "H", "C", "C", "N", "C", "C", "C", "C", "H", "H", "H", "H", "H", "H", "H", "H", "H", "H", "H", "H", "H", "H", "H"], "coordinates": [[2.81, -4.41, -0.47], [3.40, -3.94, -1.65], [2.68, -3.00, -2.41], [1.41, -4.18, -3.19], [1.80, -1.98, -1.60], [0.36, -2.41, -1.13], [-0.81, -1.99, -2.08], [-2.43, -2.37, -1.27], [-3.65, -2.03, -2.61], [-4.20, -3.22, -3.58], [-4.09, -0.66, -2.78], [-5.39, -0.14, -2.64], [-5.23, 1.27, -2.94], [-3.89, 1.60, -3.27], [-3.26, 0.38, -3.13], [3.69, -2.34, -3.52], [3.50, -3.09, -4.90], [2.28, -2.95, -5.87], [2.74, -2.81, -7.23], [1.14, -1.89, -5.67], [-0.08, -2.50, -5.97], [1.24, -0.92, -6.67], [0.97, -1.33, -4.45], [5.14, -2.92, -3.09], [5.82, -3.65, -3.86], [5.77, -2.64, -1.98], [3.68, -0.88, -3.55], [3.75, -0.16, -4.81], [2.82, 1.16, -4.92], [1.82, 1.52, -3.43], [2.39, 3.12, -2.85], [3.64, 3.58, -2.95], [3.75, 4.84, -2.46], [2.50, 5.14, -2.05], [1.61, 4.11, -2.27], [4.61, -0.14, -2.68], [4.38, -0.15, -1.14], [5.43, 0.72, -0.35], [6.00, -0.05, 0.66], [4.84, 1.79, 0.27], [6.48, 1.16, -1.11], [3.52, -5.15, -0.01], [1.83, -4.95, -0.56], [2.66, -3.63, 0.34], [1.67, -0.98, -2.08], [2.35, -1.77, -0.64], [0.17, -1.81, -0.18], [0.28, -3.47, -0.77], [-0.79, -2.50, -3.07], [-0.77, -0.88, -2.28], [-6.29, -0.71, -2.36], [-6.01, 2.05, -2.94], [-2.17, 0.39, -3.33], [4.38, -2.72, -5.52], [3.66, -4.18, -4.74], [1.76, -3.94, -5.91], [3.39, -2.09, -7.29], [4.80, 0.24, -4.92], [3.57, -0.66, -5.78], [3.50, 2.05, -5.06], [2.15, 1.15, -5.81], [2.30, 6.13, -1.59], [5.71, -0.37, -2.86], [4.58, 0.97, -2.91], [4.36, -1.14, -0.64], [3.38, 0.34, -0.93], [-2.33, 2.38, -0.04], [-2.28, 2.87, 1.40], [-1.04, 2.55, 2.09], [-1.10, 2.78, 3.53], [-1.28, 4.22, 4.01], [0.19, 2.99, 1.43], [0.34, 4.49, 1.15], [-2.15, 1.30, -0.09], [-3.31, 2.57, -0.47], [-1.59, 2.89, -0.66], [-3.11, 2.39, 1.94], [-2.48, 3.95, 1.41], [-0.20, 2.37, 4.00], [-1.92, 2.18, 3.93], [-0.37, 4.80, 3.92], [-1.55, 4.22, 5.07], [-2.08, 4.74, 3.47], [0.28, 2.46, 0.48], [1.05, 2.65, 2.01], [-0.57, 4.94, 0.75], [1.13, 4.64, 0.41], [0.64, 5.04, 2.04], [-4.59, -2.77, 8.33], [-3.99, -1.39, 8.14], [-3.37, -1.19, 6.84], [-2.57, 0.03, 6.75], [-3.30, 1.37, 6.89], [-4.21, -1.46, 5.68], [-5.51, -0.67, 5.54], [-3.84, -3.55, 8.16], [-4.95, -2.88, 9.36], [-5.43, -2.95, 7.67], [-3.23, -1.25, 8.91], [-4.77, -0.64, 8.34], [-2.01, 0.02, 5.82], [-1.81, -0.02, 7.54], [-3.85, 1.62, 5.98], [-2.57, 2.16, 7.05], [-3.99, 1.38, 7.73], [-4.47, -2.53, 5.68], [-3.62, -1.33, 4.77], [-6.06, -0.59, 6.48], [-6.17, -1.16, 4.82], [-5.34, 0.34, 5.16]], "charge": -1}

***

Number 1: energy -3375.79021 a.u.. Number 2: energy -58123.96967 a.u.. Number 3: energy -6569.92341 a.u.. Number 4: energy -4303.73063 a.u..